Molecular formula: C22H23N5O6STi
Method: DFT, the ωB97M-V functional and the def2-TZVPD basis

Results
**Energy relative to the best compared isomer or geometry (same formula, charge and spin)**: 20.79 kcal/mol
**Gap between HOMO and LUMO**: 7.53 eV
**Calculated total energy**: -76877.542 eV
**HOMO level**: -7.632 eV
**Multiplicity**: 1
**LUMO energy**: -0.1 eV

Geometry as XYZ:
```
58
Properties=species:S:1:pos:R:3:forces:R:3
Ti -0.79605 -1.55792 -0.01119 1.22 -0.52 -0.77
O -3.97545 -3.18436 1.89627 0.05 -0.01 -0.24
C -2.93462 -2.60124 1.73062 -0.03 -0.01 0.34
O -2.22662 -2.61514 0.61307 -0.47 -0.23 0.58
C -2.27686 -1.82857 2.87890 0.23 0.20 -0.42
C -0.77965 -2.19386 2.98307 -0.21 0.17 0.37
C -0.21853 -1.76152 4.33175 0.01 0.19 -0.05
C -0.21944 -0.21495 4.18920 0.09 -0.21 -0.08
C -0.67649 -0.03905 2.74021 -0.22 -0.02 0.34
O -0.15834 -1.23064 2.07894 -0.34 -0.05 0.13
C -2.19840 -0.26701 2.65217 0.30 -0.32 -0.39
C -2.67653 0.20297 1.27629 -0.02 0.18 0.47
O -3.70047 0.82891 1.15640 0.10 -0.03 -0.23
O -1.83597 -0.07339 0.30041 -1.06 1.52 0.26
H -2.82414 -2.07603 3.78029 -0.04 0.01 0.13
H -0.52954 -3.20489 2.69259 0.06 -0.06 -0.21
H -0.82699 -2.12341 5.15814 -0.01 0.00 0.01
H 0.79377 -2.14198 4.45064 0.02 -0.02 0.02
H -0.91863 0.26873 4.86760 0.01 0.04 0.04
H 0.77024 0.20608 4.35420 0.01 -0.01 -0.02
H -0.31054 0.85006 2.23970 0.05 -0.01 -0.15
H -2.75780 0.28127 3.39980 -0.05 0.02 0.13
C -1.83527 2.70335 -1.92320 0.03 0.03 0.15
C -0.51617 2.86245 -1.22073 0.07 -0.10 -0.02
C -0.07736 4.15709 -0.82997 -0.08 0.07 0.02
C 1.15269 4.30698 -0.27377 0.05 -0.02 0.03
C 1.97992 3.17221 -0.08239 -0.12 -0.08 -0.04
C 3.30392 3.26616 0.39914 0.01 0.03 0.05
C 4.05515 2.13448 0.53623 0.01 -0.02 0.00
C 3.51140 0.87278 0.22208 0.00 -0.08 0.10
C 2.21839 0.73179 -0.22420 -0.27 0.14 -0.09
S 1.61198 -0.88576 -0.59369 0.12 -0.03 0.42
C 1.43206 1.91313 -0.42634 0.15 0.04 -0.06
N 0.20743 1.79229 -1.00442 -0.09 -0.01 -0.10
H -1.93782 3.45280 -2.71118 -0.02 -0.05 0.00
H -2.66120 2.83880 -1.22127 0.01 0.00 0.02
H -1.92054 1.70411 -2.33909 0.01 -0.03 -0.02
H -0.72582 5.00995 -0.99395 0.03 -0.03 0.00
H 1.51937 5.28333 0.02515 0.00 -0.02 -0.05
H 3.70985 4.24372 0.63395 -0.01 -0.03 0.04
H 5.07220 2.19509 0.90260 0.01 0.00 -0.04
H 4.11321 -0.02164 0.34178 -0.03 0.08 0.04
N 0.94161 0.11613 -5.75143 0.03 0.05 -0.15
C 0.66279 -0.08994 -4.44864 0.09 0.04 0.41
N 1.61349 0.11742 -3.54102 0.01 0.08 -0.40
N -0.55531 -0.49580 -4.16265 -0.52 -0.15 -0.19
C -0.96176 -0.85616 -2.98800 0.32 0.13 -0.17
N -1.39802 -1.22564 -1.97839 -0.01 0.20 -0.60
H 1.77310 0.60107 -6.03212 0.01 0.01 0.02
H 0.17701 0.06589 -6.39906 -0.05 0.01 -0.01
H 2.54660 0.37393 -3.81039 0.01 -0.02 -0.07
H 1.46895 -0.17485 -2.56968 -0.02 -0.02 0.19
C 0.13023 -4.55487 -1.58231 0.01 0.05 -0.07
C -0.11876 -3.33675 -0.78260 0.16 -0.19 0.22
O 0.29707 -3.19565 0.36392 0.39 -0.86 0.15
H 1.06654 -5.02301 -1.28158 0.02 -0.06 0.00
H 0.11726 -4.34293 -2.64828 -0.02 0.02 -0.01
H -0.69715 -5.23603 -1.36355 -0.01 0.00 -0.02
```
Positions in Å, forces in eV/Å.

Molecular formula: C22H24AsN5OS4Y
Method: DFT, the ωB97M-V functional and the def2-TZVPD basis

Results
**Energy relative to the best compared isomer or geometry (same formula, charge and spin)**: 0.00 kcal/mol
**Gap between HOMO and LUMO**: 6.84 eV
**Calculated total energy**: -137932.163 eV
**Net charge**: -1
**HOMO level**: -4.415 eV
**Multiplicity**: 1
**LUMO energy**: 2.4 eV

Geometry as XYZ:
```
58
Properties=species:S:1:pos:R:3:forces:R:3
Y -0.13229 -0.14396 0.34440 0.11 0.61 -0.03
C -3.08484 4.26732 4.12362 -0.05 -0.05 0.02
C -2.09004 3.79830 3.09864 0.00 0.02 -0.02
C -0.72221 3.77554 3.37311 0.00 0.03 0.01
C 0.18066 3.27692 2.46363 0.02 -0.04 -0.09
C -0.21078 2.78247 1.20720 -0.19 -0.01 0.07
N 0.67828 2.12511 0.35128 0.03 -0.05 -0.16
C 1.81138 2.79862 -0.00311 0.11 -0.02 -0.14
C 1.99056 4.18162 0.23775 0.02 0.01 0.01
C 3.16191 4.85708 -0.03281 -0.03 0.00 0.02
C 4.26196 4.20668 -0.57436 0.00 -0.07 -0.02
C 5.56343 4.91141 -0.83912 0.05 0.02 -0.02
C 4.08858 2.87024 -0.90011 0.02 0.07 0.01
C 2.89337 2.18843 -0.69645 -0.13 0.22 0.16
N 2.81638 0.88317 -1.25937 0.08 -0.11 -0.11
C 3.55695 0.45117 -2.30441 -0.02 -0.02 -0.01
C 3.35070 -0.89955 -2.44438 -0.01 0.03 -0.05
C 2.43623 -1.22128 -1.43883 -0.14 0.02 0.15
N 2.11550 -0.14249 -0.73060 -0.06 -0.05 0.16
C -1.58254 2.85439 0.92662 0.05 0.17 0.22
C -2.49932 3.32582 1.86784 0.06 -0.04 -0.09
N -2.10112 2.46411 -0.33742 0.03 -0.13 -0.17
C -3.05972 3.08399 -1.05504 -0.01 -0.01 0.02
C -3.35415 2.27678 -2.12920 0.00 0.12 -0.03
C -2.51288 1.16465 -1.98348 0.07 -0.04 0.12
N -1.76502 1.29024 -0.89928 0.05 -0.10 0.08
H -2.59601 4.83933 4.91171 0.01 0.01 0.00
H -3.58454 3.41666 4.59213 -0.01 0.01 0.02
H -3.85699 4.89553 3.67778 0.00 0.00 -0.01
H -0.36843 4.12931 4.33508 0.01 0.00 0.01
H 1.23251 3.23456 2.71659 0.02 0.00 -0.02
H 1.16678 4.74225 0.65459 -0.04 -0.04 0.03
H 3.21496 5.91582 0.19757 0.03 0.01 -0.01
H 5.65591 5.80859 -0.22642 -0.01 0.00 0.01
H 5.65278 5.21957 -1.88449 0.00 0.00 0.00
H 6.41619 4.26819 -0.61534 0.01 0.00 0.00
H 4.92500 2.32977 -1.32549 0.00 -0.01 0.01
H 4.15209 1.13658 -2.87952 0.01 -0.01 -0.01
H 3.76969 -1.55128 -3.18897 0.01 -0.01 -0.02
H 1.94403 -2.14983 -1.19411 0.07 -0.05 -0.05
H -3.55215 3.29075 1.61355 -0.02 0.02 0.03
H -3.44058 4.04011 -0.74074 -0.03 0.01 -0.04
H -4.07089 2.46868 -2.90692 -0.01 -0.01 -0.03
H -2.41969 0.26681 -2.57223 -0.03 0.00 -0.01
S -0.98330 -1.97690 -1.47418 -0.08 -0.14 -0.11
As -1.39345 -2.84532 0.52438 0.00 0.12 -0.14
S -2.51464 -1.16661 1.43402 -0.05 -0.13 0.06
S 0.60061 -2.53914 1.41888 0.09 -0.26 0.11
S -2.23283 -4.74328 0.60646 0.00 0.01 0.02
C 0.24331 -0.57325 4.96541 -0.01 0.02 -0.02
C 0.79264 0.03951 3.69518 -0.03 0.03 0.09
O -0.25608 0.32132 2.76827 -0.06 -0.17 -0.20
H 1.04605 -0.74002 5.68523 0.02 -0.01 0.01
H -0.22119 -1.53470 4.74093 0.00 -0.01 -0.01
H -0.50268 0.08193 5.41827 -0.01 0.01 0.00
H 1.52123 -0.63694 3.24060 -0.02 0.01 -0.03
H 1.27571 0.99923 3.89449 0.02 -0.03 0.01
H -0.96088 -0.37792 2.78368 0.09 0.04 0.14
```
Positions in Å, forces in eV/Å.

Molecular formula: C22H24BN7Ti
Method: DFT, the ωB97M-V functional and the def2-TZVPD basis

Results
**Energy relative to the best compared isomer or geometry (same formula, charge and spin)**: 31.71 kcal/mol
**Gap between HOMO and LUMO (spin up / spin down)**: 3.68 / 3.67 eV
**Calculated total energy**: -57409.431 eV
**Net charge**: +2
**HOMO level (spin up / spin down)**: -14.260 / -14.260 eV
**Multiplicity**: 1
**LUMO energy (spin up / spin down)**: -10.6 / -10.6 eV

Geometry as XYZ:
```
55
Properties=species:S:1:pos:R:3:forces:R:3
H 0.11636 3.13932 -0.04369 0.11 0.08 -0.18
N -0.29595 1.58014 -1.41768 0.24 0.77 -0.40
B -0.67648 0.21808 -3.53455 -0.42 -0.17 0.16
N -0.30344 1.52930 -2.79838 0.06 0.14 0.92
C 0.02721 2.72440 -3.30643 -0.07 -0.33 0.41
Ti -0.78943 -0.18132 -0.20306 0.07 0.06 -2.88
H 0.06517 2.84550 -4.38951 0.03 0.11 0.48
C 0.26474 3.59675 -2.24847 -0.04 -0.12 0.56
H 0.55536 4.63053 -2.31055 -0.02 0.01 -0.02
C 0.05025 2.84269 -1.07936 0.00 -0.17 -1.61
H -0.63637 0.34535 -4.72198 0.16 0.02 0.10
C -1.45992 -1.81742 0.74619 -0.01 -0.72 0.72
H -1.49269 -1.66159 1.82778 -0.31 -0.35 -0.07
H -0.77586 -2.64992 0.51665 0.06 0.10 0.03
H -2.45298 -2.04398 0.34397 0.20 -0.08 0.31
N -2.11167 -0.17206 -3.09717 0.03 -0.01 0.96
N 0.29407 -0.88787 -3.03713 0.36 -0.29 0.80
N -2.36791 -0.33848 -1.75087 -0.13 -0.13 -0.23
N 0.38123 -1.20327 -1.69010 0.04 -0.66 -1.09
C -3.23647 -0.36680 -3.80715 0.40 0.00 0.36
C 1.13376 -1.65567 -3.74486 -0.05 -0.06 0.80
H -3.19481 -0.27061 -4.89291 -0.20 -0.07 0.47
H 1.18566 -1.53415 -4.82177 0.09 -0.10 0.27
C -4.26027 -0.68200 -2.92160 0.06 -0.07 0.41
C 1.79815 -2.51959 -2.86491 -0.88 0.63 0.79
C -3.67829 -0.65813 -1.64300 0.55 0.29 -0.90
C 1.26438 -2.22776 -1.58599 0.00 0.57 -1.89
H -5.28710 -0.91120 -3.15968 0.11 0.05 0.00
H 2.54260 -3.24278 -3.10598 0.20 -0.32 -0.10
H -4.11822 -0.84930 -0.67113 0.04 0.08 -0.24
H 1.47068 -2.69245 -0.63982 0.00 -0.05 0.07
H -2.09761 0.17491 0.63728 -0.93 0.69 0.21
C -0.00907 3.30090 4.32959 -0.06 -0.12 0.09
C -0.80485 3.25208 3.17175 -0.31 -0.44 -0.99
C -0.59860 2.26946 2.20460 -1.19 1.62 0.33
C 0.41312 1.29505 2.38099 0.08 -2.72 -1.62
C 1.23247 1.36706 3.54277 0.44 0.41 2.01
C 0.99780 2.34014 4.51433 0.52 -0.95 -0.41
N 0.54062 0.27049 1.46102 0.52 2.06 2.32
C 1.36238 -0.81272 1.82978 0.57 -0.42 0.29
C 2.54377 -1.08320 1.10756 -0.05 -0.24 -0.38
C 3.38912 -2.11864 1.51843 -0.34 0.33 -0.08
C 3.05312 -2.90614 2.63279 -0.12 -0.01 -0.14
C 1.86674 -2.66164 3.33664 -0.04 0.06 -0.21
C 1.02631 -1.62710 2.94099 0.20 0.44 0.56
H -0.18284 4.07267 5.09936 0.11 -0.44 -0.54
H -1.60317 3.98358 3.04127 0.24 -0.24 -0.04
H -1.24606 2.22612 1.32383 0.16 -0.01 0.35
H 2.01567 0.62828 3.72564 -0.14 0.35 -0.29
H 1.59119 2.33972 5.43121 -0.10 0.06 -0.40
H 2.78894 -0.44289 0.25443 0.02 -0.31 0.28
H 4.30435 -2.31805 0.95376 -0.30 0.15 0.29
H 3.70586 -3.73234 2.93468 -0.25 0.39 -0.11
H 1.59323 -3.28501 4.19145 0.08 0.23 -0.33
H 0.10576 -1.41847 3.48895 0.19 -0.14 -0.19
```
Positions in Å, forces in eV/Å.